The following is a DFT calculation (ωB97M-V/def2-TZVPD) of a 12-piece molecular cluster, C24H78N6O12 overall.

Summary:
orbital gap	9.21	eV
total energy	-2192.437100	Ha
SMILES string	COC[C@H](C)N.COC[C@H](C)N.COC[C@H](C)N.COC[C@H](C)N.COC[C@H](C)N.COC[C@H](C)N.O.O.O.O.O.O
spin multiplicity	1

Each line ends with the Mulliken charge.
Cartesian coordinates (Å):
C1 2.15062 1.02278 1.28446  -0.4986
O1 2.33507 2.03666 2.24358  -0.5123
C2 1.53359 1.71112 3.42048  0.1729
C3 1.77424 2.84619 4.45720  0.2212
C4 1.19356 2.47016 5.82451  -1.2542
N1 1.20260 4.15806 3.94852  -0.9022
H1 2.70145 0.10631 1.49609  0.4677
H2 2.67247 1.30138 0.36895  0.2401
H3 1.15494 0.79193 0.90572  -0.1396
H4 0.50033 1.71553 3.07341  -0.1494
H5 1.74562 0.72589 3.83576  0.4475
H6 2.83778 3.01721 4.62374  0.4284
H7 1.63417 3.06682 6.62323  0.3508
H8 1.56092 1.47385 6.07052  0.3853
H9 0.10358 2.47620 5.82860  0.0859
H10 1.48339 4.08609 2.98101  0.3929
H11 0.21863 3.97954 3.80697  0.3895
C5 4.32823 3.79622 -4.95431  -0.7235
O2 3.16277 3.11088 -4.40653  -0.3836
C6 3.18846 1.69876 -4.36534  -0.7653
C7 1.88117 1.00345 -3.97354  0.5826
C8 1.41228 1.33805 -2.50689  -0.4708
N2 1.91020 -0.46093 -4.09659  -0.1612
H12 5.25089 3.35192 -4.58095  0.2511
H13 4.22201 4.87416 -4.83236  0.2398
H14 4.15827 3.53411 -5.99859  0.3262
H15 3.54887 1.24741 -5.28973  0.5213
H16 4.02473 1.43132 -3.71940  -0.0617
H17 1.14791 1.41017 -4.66997  0.2001
H18 0.53033 0.74899 -2.25532  -0.2319
H19 1.02978 2.35661 -2.44114  0.5921
H20 2.18423 1.24701 -1.74275  0.1083
H21 2.24832 -0.74709 -5.00427  0.2565
H22 1.03806 -0.88162 -3.80937  0.0911
C9 6.40734 -0.82084 -2.42826  -0.6322
O3 5.66495 -1.69562 -1.65051  -0.3947
C10 4.31335 -1.85040 -1.99097  -0.2285
C11 3.44479 -2.65677 -1.02774  0.5595
C12 3.66490 -4.19681 -0.99656  -1.6234
N3 2.01102 -2.37826 -1.35106  -0.1639
H23 5.91922 0.11145 -2.71231  0.1376
H24 6.51851 -1.25791 -3.42058  0.3178
H25 7.33165 -0.57229 -1.90675  0.3151
H26 3.78783 -0.91700 -2.19268  0.0252
H27 4.27464 -2.32995 -2.96905  0.2869
H28 3.54709 -2.28977 -0.00649  0.0292
H29 4.54422 -4.65501 -0.54385  0.3162
H30 3.66354 -4.43204 -2.06087  0.4336
H31 2.74469 -4.62108 -0.59492  0.3740
H32 1.71916 -3.10640 -1.98723  0.3078
H33 1.99773 -1.52416 -1.88998  -0.3840
C13 -2.62754 2.95694 4.24382  -1.0283
O4 -1.54095 3.10963 3.30951  -0.2324
C14 -1.96355 3.49358 1.97341  -1.0919
C15 -1.33218 2.53835 0.93876  1.0433
C16 -1.70492 2.90629 -0.53262  -1.3803
N4 -1.74693 1.12201 1.22004  -0.0163
H34 -3.17932 3.89144 4.34557  0.3026
H35 -2.21728 2.79535 5.24065  0.2656
H36 -3.29204 2.11587 4.04598  0.4351
H37 -3.04002 3.64989 1.90347  0.4596
H38 -1.46240 4.45122 1.83246  0.3299
H39 -0.24639 2.45367 0.98348  -0.0042
H40 -1.66480 1.98521 -1.11408  -0.1681
H41 -1.13666 3.63196 -1.11450  0.3919
H42 -2.75170 3.21015 -0.53425  0.3936
H43 -1.50580 0.97163 2.18924  -0.4374
H44 -2.75396 1.14824 1.14713  0.2257
C17 -1.92165 -4.57883 6.53423  -0.7825
O5 -1.53234 -3.22922 6.15801  -0.3827
C18 -1.32364 -3.04028 4.73994  -0.7904
C19 -1.09402 -1.51180 4.32118  0.4309
C20 -2.20687 -0.59807 4.71138  -1.2426
N5 -0.99001 -1.45181 2.82716  0.2648
H45 -1.29678 -5.36213 6.10518  0.3020
H46 -2.86286 -4.73344 6.00668  0.3392
H47 -2.04503 -4.76165 7.60168  0.2670
H48 -0.47837 -3.64367 4.40898  0.3986
H49 -2.20657 -3.33878 4.17475  0.4556
H50 -0.15508 -1.15552 4.74492  0.2874
H51 -3.17180 -0.73146 4.22226  0.4004
H52 -2.02340 0.44035 4.43549  -0.2163
H53 -2.45711 -0.64327 5.77130  0.5082
H54 -1.81156 -1.94811 2.51275  0.0923
H55 -0.32724 -2.18797 2.62994  -0.2377
C21 -6.01127 1.03308 -5.85378  -0.8377
O6 -5.30579 0.72864 -4.65699  -0.3087
C22 -3.86181 0.93698 -4.86394  -0.9205
C23 -3.05662 0.16786 -3.83347  0.4558
C24 -3.46772 0.29766 -2.35685  -0.3691
N6 -1.73192 0.86085 -3.93498  -0.6815
H56 -6.06274 2.09679 -6.08610  0.3161
H57 -7.03624 0.68930 -5.71463  0.2830
H58 -5.71870 0.53141 -6.77619  0.3369
H59 -3.56028 0.54114 -5.83374  0.4717
H60 -3.57441 1.98197 -4.98006  0.3744
H61 -2.99203 -0.90455 -4.01748  0.2504
H62 -4.44388 -0.15032 -2.17102  0.4406
H63 -3.66498 1.35489 -2.17945  0.3212
H64 -2.72354 -0.16383 -1.70777  -0.4986
H65 -1.78813 1.81070 -3.59628  0.2959
H66 -1.42656 1.04670 -4.87960  0.2126
O7 -0.73635 -4.33133 1.86747  -0.5889
H67 -0.42016 -5.11905 2.30992  0.2939
H68 0.04908 -3.93810 1.48708  0.2864
O8 -0.77124 -3.81010 -1.29414  -0.5716
H69 -1.63952 -4.21198 -1.26556  0.3046
H70 -0.89197 -2.94916 -0.89361  0.0234
O9 -0.56116 -1.37158 -3.04874  -0.9561
H71 -1.02393 -0.55760 -3.24750  0.2694
H72 -0.64659 -1.47083 -2.10054  0.2010
O10 -0.83445 -0.93469 -0.49709  3.2953
H73 -0.17703 -1.33002 0.07540  -0.8761
H74 -1.19711 -0.21295 0.01653  -0.9729
O11 -4.03181 -1.79633 0.56052  -0.7003
H75 -3.18827 -1.50797 0.21192  0.0915
H76 -4.01619 -2.74904 0.46921  0.3150
O12 1.32632 -2.63737 1.58036  -0.4778
H77 1.57025 -2.38452 0.68997  -0.0920
H78 2.06381 -2.35412 2.12083  0.2574

***

The following is a DFT calculation (ωB97M-V/def2-TZVPD) of a 15-piece molecular cluster, C24H78O27 overall.

Summary:
orbital gap	10.03	eV
total energy	-2992.498725	Ha
spin multiplicity	1

Each line ends with the Mulliken charge.
Cartesian coordinates (Å):
O1 0.82771 -0.70033 -2.23714  0.7059
H1 0.94502 -0.59967 -1.29189  0.0530
H2 -0.01415 -1.24409 -2.29475  0.0462
O2 2.90556 2.54846 0.29222  -0.4278
H3 3.73999 2.47792 -0.14774  0.2293
H4 3.12261 2.88690 1.15916  0.1799
O3 -1.34333 3.40628 0.25254  -0.5313
H5 -1.60708 2.45106 0.39203  0.2216
H6 -2.05046 3.79564 -0.24619  0.1892
C1 -1.91996 -3.91322 -2.47414  -0.7443
C2 -2.63403 -2.97389 -3.40257  0.0781
O4 -2.39601 -3.17186 -4.73746  -0.5738
O5 -0.49425 -3.85791 -2.70521  -0.3642
H7 -2.21227 -4.94950 -2.67045  0.3644
H8 -2.11745 -3.57870 -1.47139  0.3379
H9 -2.29703 -1.97866 -3.08201  -0.2491
H10 -3.68120 -2.98754 -3.18020  0.4607
H11 -1.68734 -2.49821 -4.98276  0.4580
H12 -0.37680 -4.22589 -3.60082  0.2869
C3 4.22965 -0.72439 -3.78690  0.3239
C4 3.47408 0.18710 -4.78244  -0.5126
O6 2.22409 0.68395 -4.39387  -0.6287
O7 5.09587 -1.75042 -4.23006  -0.5747
H13 3.44947 -1.19993 -3.24637  -0.4295
H14 4.69736 -0.09644 -3.01764  0.2596
H15 3.39047 -0.39951 -5.66173  0.3211
H16 4.05163 1.14212 -5.03570  0.2606
H17 1.80033 0.15569 -3.71818  0.1788
H18 4.61856 -2.56125 -4.47313  0.3618
C5 -3.18906 -5.64555 3.38626  -0.4650
C6 -3.44654 -4.16998 3.24524  -0.4949
O8 -2.16508 -3.44853 3.44350  -0.6272
O9 -2.87873 -5.87091 4.75499  -0.5255
H19 -2.39572 -5.97436 2.72391  0.2919
H20 -4.06325 -6.22827 3.06283  0.4055
H21 -4.15978 -3.99107 4.09517  0.2388
H22 -3.78508 -3.85564 2.24234  0.3999
H23 -1.82927 -3.83324 4.27300  0.1898
H24 -2.94492 -6.79059 4.95852  0.2908
C7 0.58745 4.51326 -2.13330  -0.7036
C8 0.71167 3.07085 -2.43798  1.0749
O10 0.94045 2.94944 -3.83273  -0.5803
O11 -0.38209 5.16854 -3.01588  -0.6905
H25 1.53461 5.06764 -2.17432  0.2834
H26 0.12984 4.68986 -1.15085  0.1736
H27 -0.25013 2.56861 -2.16184  -0.2903
H28 1.45602 2.55695 -1.80704  0.1626
H29 1.66798 2.31194 -3.95985  0.3460
H30 -0.31196 4.71647 -3.86447  0.3892
C9 6.06345 -0.48416 2.42777  -0.7042
C10 4.82070 0.30978 1.97899  0.2607
O12 3.87174 0.25248 3.06878  -0.4889
O13 6.47409 0.01074 3.68251  -0.5754
H31 6.85345 -0.43501 1.74546  0.4160
H32 5.72954 -1.54747 2.47505  0.2735
H33 4.39205 -0.13724 1.09746  0.0976
H34 5.10257 1.33585 1.80548  0.2198
H35 3.29554 0.99933 2.87372  0.2152
H36 5.70168 0.01103 4.27608  0.3332
C11 -4.13971 1.92878 4.74757  -0.4803
C12 -3.63841 0.58913 4.25704  -0.2907
O14 -2.38661 0.85177 3.63418  -0.4499
O15 -3.12447 2.57062 5.44274  -0.5796
H37 -4.97007 1.76288 5.45435  0.3501
H38 -4.58370 2.42370 3.89058  0.2633
H39 -4.30480 0.20101 3.46343  0.2906
H40 -3.54001 -0.11925 5.09772  0.2720
H41 -1.70824 0.15892 3.92835  0.5061
H42 -2.27570 2.42349 5.01517  0.3326
C13 0.16947 3.81163 3.79729  -0.1996
C14 1.33392 4.04119 2.88852  -0.0243
O16 2.40354 3.14337 3.09357  -0.5120
O17 0.62462 4.06671 5.13084  -0.5715
H43 -0.16160 2.75238 3.67099  -0.1449
H44 -0.72842 4.34437 3.54106  0.5860
H45 1.59334 5.12669 2.95925  0.2816
H46 0.91787 3.91254 1.88064  -0.2050
H47 2.56312 3.20322 4.00280  0.3493
H48 -0.20555 4.18957 5.61696  0.3305
C15 0.88206 -2.80519 5.34902  -0.6532
C16 0.75728 -1.57586 4.40608  -0.2968
O18 -0.63738 -1.18737 4.22398  -0.4667
O19 0.27674 -3.91933 4.76953  -0.4622
H49 0.32265 -2.51510 6.25854  0.2293
H50 1.93564 -3.00106 5.60599  0.4910
H51 1.23712 -1.79969 3.44436  0.1630
H52 1.33569 -0.81744 4.91468  0.4061
H53 -1.03833 -2.00999 3.84011  0.3824
H54 0.74810 -4.71640 4.96311  0.2571
C17 -1.80553 1.55464 -4.86331  0.6115
C18 -2.26182 0.20375 -5.43488  -0.6129
O20 -1.11659 -0.73958 -5.29989  -0.5775
O21 -0.99799 2.12126 -5.85019  -0.6250
H55 -1.23240 1.33197 -3.92526  -0.2183
H56 -2.67806 2.25645 -4.62812  -0.0987
H57 -2.41471 0.42954 -6.49379  0.3864
H58 -3.08871 -0.29690 -4.90232  0.2909
H59 -0.34378 -0.32784 -5.75285  0.3044
H60 -0.32511 2.63897 -5.35375  0.4066
C19 -3.70455 4.38774 -2.56267  -0.3963
C20 -4.04582 3.00750 -2.03249  -0.1731
O22 -5.04688 2.29502 -2.77643  -0.6136
O23 -2.74620 4.85982 -1.70096  -0.6052
H61 -4.62223 5.03093 -2.52551  0.2077
H62 -3.32372 4.28410 -3.57813  0.3498
H63 -4.38829 2.91115 -1.00308  0.4653
H64 -3.17501 2.28955 -2.09153  0.0084
H65 -4.94682 2.59197 -3.70086  0.3384
H66 -1.92171 4.84350 -2.23916  0.4461
C21 3.22937 -4.69231 -0.97356  -0.5640
C22 3.02127 -3.34016 -1.53893  -0.0322
O24 2.64623 -3.50972 -2.94239  -0.5724
O25 2.07789 -5.49994 -0.87209  -0.5431
H67 3.61439 -4.51071 0.08832  0.2517
H68 3.96623 -5.28094 -1.45801  0.3429
H69 3.93269 -2.74824 -1.52794  0.3601
H70 2.22715 -2.81873 -0.99901  0.1674
H71 1.97812 -2.80980 -3.17412  0.2376
H72 1.47376 -5.22481 -1.58527  0.3681
C23 -1.19013 -0.06304 0.21681  -0.4008
C24 0.09857 0.54456 0.83770  1.5627
O26 1.25490 -0.03670 0.26998  -0.5827
O27 -2.32389 0.56062 0.75504  -0.4746
H73 -1.10867 -1.15371 0.36133  0.2985
H74 -1.31713 0.20094 -0.86001  -0.2933
H75 0.13672 0.35771 1.92917  -0.2749
H76 -0.02449 1.62572 0.67207  -0.4181
H77 1.90177 0.66955 0.21172  -0.0190
H78 -2.33927 0.57645 1.71187  0.3393

***

The evaluated relative energy (zero: lowest compared OMol25 entry of this formula, charge and spin) for the records listed, in turn: 40.8, 51.2 kcal/mol.
The evaluated E_LUMO for the records listed, in turn: 0.50, 0.15 eV.